18
Properties=species:S:1:pos:R:3:forces:R:3:nbo_charge:R:1 method="wB97M-V/def2-TZVPD" orbital_gap_ev=9.612 lumo_ha=0.0221 smiles=N[Si@@H]([SiH3])[Si@@H](N)[SiH3] e_tot_ha=-1274.6194 e_above_lowest_ev=0.487 homo_energy_ev=-9.01 largest_force_ev_per_a=3.9
Si -1.74358 -0.10981 2.16035 -0.78 -1.45 -0.26 0.36
Si 0.79670 0.08896 -1.11052 -1.76 -0.06 0.25 0.66
Si -1.10437 0.85007 0.16658 -0.39 -0.69 -0.50 0.66
Si 2.33108 -1.59409 -0.35968 1.16 3.25 -1.76 0.44
N 1.73620 1.53482 -1.47531 0.99 -2.27 0.22 -1.25
N -2.47006 0.69612 -0.93833 0.36 0.22 -0.04 -1.28
H 2.18603 -1.90710 0.97799 -0.24 -0.51 2.07 -0.15
H -0.99012 2.14646 0.80558 0.41 1.06 -0.18 -0.18
H -0.23245 -0.58016 -2.07990 1.12 0.53 0.02 -0.16
H -3.42071 0.55409 -0.65787 -0.17 -0.19 0.59 0.39
H -2.64712 0.72413 2.95214 0.03 0.53 0.18 -0.14
H 1.44260 2.29749 -2.01972 -0.89 1.01 -0.59 0.39
H -2.73886 -1.25441 1.81679 1.00 0.34 0.40 -0.14
H 3.57702 -0.59712 -0.52893 -0.93 -1.27 0.27 -0.14
H -0.55087 -0.45952 3.00183 -0.38 -0.15 -0.16 -0.13
H 2.63361 1.24034 -1.85571 0.06 0.25 0.17 0.38
H 2.55740 -2.77701 -1.13467 -0.04 -0.64 -0.60 -0.13
H -2.52601 1.20459 -1.80773 0.45 0.04 -0.07 0.39

***

20
Properties=species:S:1:pos:R:3:forces:R:3:nbo_charge:R:1 method="wB97M-V/def2-TZVPD" orbital_gap_ev=7.857 lumo_ha=0.0326 e_tot_ha=-460.9911 e_above_lowest_ev=9.455 homo_energy_ev=-6.97 largest_force_ev_per_a=4.5
O -1.40445 1.48912 -0.68412 0.48 -1.01 -1.02 -0.71
O -0.38087 0.56194 -3.33445 0.02 0.10 -1.59 -0.75
C 0.52004 1.39055 1.40071 1.61 -2.82 -1.98 -0.17
C -0.80635 0.24687 -1.03933 3.34 0.50 2.93 0.06
C -0.97918 -1.87882 1.91946 -0.30 -0.69 -1.25 -0.17
C 0.39271 -0.00833 0.85044 -1.87 0.96 -2.64 0.00
C -0.19399 -1.54292 2.88869 0.19 -0.25 -0.59 -0.18
C 0.28535 0.23473 -2.11964 0.39 -0.63 -0.10 -0.14
C 0.30750 -1.35955 1.42759 -0.33 1.22 1.54 -0.32
C 1.55263 0.81963 0.79230 -3.07 0.76 1.54 -0.19
H -1.53002 -0.51059 -1.27520 -0.54 -0.16 0.40 0.17
H 0.90054 -0.72265 -2.24874 -1.45 0.58 0.60 0.18
H -0.83723 -0.17759 -3.80461 0.82 0.65 1.15 0.48
H 1.01185 -2.00309 0.95217 0.57 -0.83 0.03 0.19
H -1.74017 -2.32938 1.27422 -0.27 0.24 1.28 0.24
H 1.17215 0.92387 -1.98393 -1.44 0.10 0.02 0.18
H 2.55737 0.79286 0.68734 2.89 0.22 -0.78 0.21
H 0.16508 2.25921 1.82895 -0.83 1.26 1.05 0.23
H -0.78233 2.20186 -0.87747 -0.05 -0.18 -0.05 0.47
H 0.02884 -1.47998 3.95468 -0.17 -0.02 -0.55 0.23

***

81
Properties=species:S:1:pos:R:3:forces:R:3:lowdin_spin:R:1 method="wB97M-V/def2-TZVPD" orbital_gap_ev="1.347 / 3.736" lumo_ha="0.1599 / 0.1573" s_squared=2.073 e_tot_ha=-2017.5026 e_above_lowest_ev=0.000 spin_multiplicity=3 charge=-2 homo_energy_ev="3.00 / 0.54" largest_force_ev_per_a=2.6
W 0.78670 -0.52328 0.10963 0.72 0.29 -0.36 0.61
Cl -0.18698 0.33568 -1.77694 -1.09 0.85 -2.15 0.12
Si 0.45744 -0.56666 2.50780 -0.22 -0.37 0.73 0.03
N 3.08588 -2.12212 0.24153 0.43 -0.90 -0.49 0.10
N -3.62801 2.67286 -0.16408 -0.70 1.41 -0.16 0.00
N 1.50194 -3.60990 -0.00624 0.17 -0.30 -0.92 0.06
N -1.98269 4.06817 -0.07618 -0.94 1.25 -0.72 0.00
C -0.16769 5.59694 0.66262 0.28 0.38 0.11 0.01
C 5.08185 -1.18359 -0.73472 0.28 0.30 -0.16 0.07
C 4.31217 -0.50608 1.55779 0.30 0.55 0.75 0.03
C -0.50006 4.27507 0.00221 -0.35 0.17 0.49 0.00
C -0.38783 -3.49720 -1.49997 -0.78 0.13 -0.68 0.04
C 1.29048 -2.03725 3.44233 0.08 0.05 0.35 0.03
C -3.94046 1.20942 -0.20050 -0.01 0.04 0.62 0.00
C -0.66004 -4.19529 0.88180 -0.54 0.04 0.25 0.04
C 1.02893 0.97707 3.52667 0.02 -0.02 0.47 0.00
C -2.61083 3.11226 0.60563 1.17 -1.74 0.89 0.00
C 1.79208 -2.28536 -0.22200 -0.86 1.58 1.59 0.07
C 0.45932 -5.72422 -0.75379 -0.17 -0.01 -0.14 0.22
C -2.79247 0.57086 0.56913 0.45 -0.84 -0.19 0.00
C -2.80638 4.48429 -1.13047 0.01 -0.42 -0.54 0.01
C 0.22871 -4.26908 -0.34745 0.42 0.60 0.14 0.00
C 3.88282 -0.89501 0.16160 -0.46 -0.98 -0.17 0.01
C -3.84767 3.61360 -1.17448 0.60 -0.35 -0.63 0.01
C 2.98456 0.18098 -0.40908 0.31 0.05 -1.13 0.02
C 0.03045 4.20591 -1.44028 -0.13 -0.14 -0.06 0.01
C 0.00044 3.15867 0.90208 0.57 -0.83 0.12 0.00
C -4.01109 0.77443 -1.67109 0.15 -0.09 -0.05 0.02
C 2.51552 -4.19343 0.69164 0.81 -0.50 0.25 0.08
C -5.21869 0.85393 0.54223 -0.35 -0.15 -0.09 0.01
C -1.33172 -0.75946 3.21438 -0.09 -0.01 0.45 0.00
C 3.51285 -3.28498 0.81190 0.21 -0.77 0.77 0.03
H -5.14495 1.14550 1.59560 -0.05 0.10 -0.21 0.00
H -0.00206 2.22871 0.31040 0.04 0.12 0.40 0.00
H -1.57578 -4.77745 0.70612 0.11 0.18 0.15 0.02
H 0.90186 -3.00610 3.09782 0.11 0.25 0.00 0.00
H 0.82411 -6.32521 0.08643 0.01 0.01 -0.20 0.04
H -1.87719 0.19317 3.17566 0.05 -0.22 0.03 0.00
H -1.27795 -4.04460 -1.85984 0.25 0.15 0.18 0.02
H 4.74049 -1.59513 -1.68573 0.01 -0.11 0.06 0.02
H 1.12306 4.33631 -1.46559 -0.32 -0.12 0.10 0.00
H -0.23541 3.23404 -1.90044 0.24 0.43 0.27 0.00
H 5.79205 -1.87079 -0.26428 -0.11 -0.02 -0.08 0.01
H 0.28583 1.78586 3.45498 0.17 -0.14 0.00 0.00
H 1.14640 -5.80616 -1.60518 0.00 0.04 0.24 0.05
H 3.63146 1.05556 -0.60603 -0.39 0.12 0.44 0.01
H -4.85130 1.28544 -2.17736 0.29 -0.32 0.12 0.00
H 4.43390 -3.36692 1.36434 0.06 -0.09 -0.14 0.01
H 3.46427 -0.33158 2.23075 -0.05 -0.11 -0.35 0.00
H 1.07007 -1.95515 4.52259 0.06 -0.03 -0.15 0.00
H -0.62531 5.63516 1.65981 0.02 0.12 -0.26 0.00
H 0.30062 -3.41143 -2.36018 -0.18 0.04 0.45 0.02
H 1.99583 1.37385 3.18508 -0.16 -0.07 0.01 0.00
H -5.34499 -0.24068 0.51827 -0.02 0.35 -0.05 0.00
H -4.17182 -0.31722 -1.71553 0.02 0.44 0.01 0.01
H -4.60344 3.49395 -1.93441 0.00 0.17 0.08 0.00
H -0.91440 -3.14869 1.12437 0.12 -0.32 -0.15 -0.01
H -1.28683 -1.06869 4.27326 -0.06 0.06 -0.13 0.00
H 1.13488 0.71203 4.59340 -0.06 0.15 -0.10 0.00
H -0.42453 5.00903 -2.04790 0.31 -0.25 0.21 0.00
H -1.86561 0.71516 -0.00425 -0.29 0.01 0.52 0.00
H -3.07006 0.99608 -2.21284 -0.45 -0.07 0.37 0.00
H 4.86531 0.43594 1.50562 0.14 0.00 0.00 0.01
H -1.91294 -1.51873 2.67027 0.09 0.18 0.10 0.00
H -0.50287 -6.14775 -1.07495 0.22 0.05 0.14 0.04
H -0.73135 -2.47882 -1.21717 0.35 -0.59 -0.11 0.00
H -2.70114 1.01711 1.56562 -0.01 -0.18 -0.56 0.00
H -2.91024 -0.51533 0.70834 -0.27 0.21 -0.28 0.00
H -2.52110 5.24226 -1.84412 -0.21 0.02 0.14 0.00
H 0.92188 5.66970 0.79543 -0.25 0.00 -0.07 0.00
H 2.45244 -5.20793 1.05183 0.15 0.08 -0.12 0.03
H 5.61416 -0.25730 -0.96945 0.05 0.04 0.12 0.01
H 1.02192 3.29864 1.29854 -0.31 0.22 -0.43 0.00
H -0.13441 -4.60409 1.75065 -0.12 -0.10 -0.07 0.01
H 2.38136 -2.05292 3.32594 -0.13 -0.08 -0.03 0.00
H 4.95642 -1.24502 2.04449 0.01 -0.02 -0.22 0.01
H 2.24497 0.62916 0.41133 -0.38 -0.07 0.23 0.00
H -0.48406 6.44572 0.05058 -0.14 0.07 0.13 0.00
H -0.68356 3.01505 1.75250 0.40 0.12 -0.41 0.00
H 2.56036 -0.05936 -1.39979 0.53 -0.07 0.19 0.01
H -6.09156 1.31696 0.07331 -0.09 0.02 0.13 0.00